1.
Below is a molecular structure, C30H32B3F32O9P, with properties calculated with ωB97M-V with the def2-TZVPD basis set.

Geometry as XYZ:
```
107
Properties=species:S:1:pos:R:3:forces:R:3:lowdin_charge:R:1
C 1.901847 -4.787046 -0.284461 0.66 0.62 -0.14 -0.062
C 3.374529 -4.210215 -0.152458 -0.97 -1.58 -0.09 -0.239
O 3.561134 -3.242237 -1.190391 0.37 0.32 1.15 -0.171
C 4.278867 -2.103438 -0.743067 0.14 1.00 -0.97 -0.216
C 4.650775 -1.251097 -2.037778 -0.71 -0.18 0.08 -0.009
B 3.616698 -0.034242 -2.183402 1.49 -0.01 -0.80 -0.446
O 3.966365 1.166958 -1.469802 -1.97 -0.93 0.92 0.222
B 2.800286 1.703799 -0.887930 0.48 0.36 -2.53 -0.569
P 2.577442 2.178306 0.963324 -0.58 1.48 1.35 0.787
O 2.690729 3.653282 1.253678 0.32 -0.70 -0.30 -0.474
O 1.704527 1.846551 -1.771258 0.56 -1.38 1.52 0.207
B 1.438597 0.478207 -2.131830 -0.95 0.96 -1.09 -0.472
C 0.141282 -0.202400 -1.536130 -1.05 -0.99 0.42 -0.054
C 0.361786 -1.319762 -0.626385 -0.99 0.49 -0.42 -0.020
C -0.712836 -2.014144 0.029638 0.02 1.85 -1.22 -0.057
C -2.052550 -1.558537 -0.236898 1.52 0.14 -0.36 -0.064
C -2.270254 -0.471222 -1.147249 0.40 0.28 -0.04 -0.071
C -1.219320 0.247434 -1.815623 1.20 -1.96 1.74 -0.004
O 2.413392 -0.130552 -2.938864 0.51 0.15 2.55 0.296
H 1.536102 -4.451519 -1.280471 0.15 -0.33 0.65 0.087
H 1.239883 -4.348393 0.492060 0.35 -0.50 -0.52 0.048
H 1.889603 -5.901875 -0.255213 -0.05 0.97 0.16 0.060
H 3.580840 -3.801631 0.863737 -0.21 -0.07 -0.72 0.119
H 4.049919 -5.096339 -0.302811 -0.16 1.01 0.02 0.120
H 3.652915 -1.430537 -0.084850 0.36 -0.85 -0.11 0.118
H 5.199080 -2.373603 -0.175670 -0.58 0.07 -0.38 0.130
H 4.492907 -1.902942 -2.928693 0.53 0.24 0.71 0.122
H 5.704774 -0.919817 -1.922261 -0.72 -0.08 -0.38 0.115
H 1.241364 1.771474 1.304134 0.64 -0.48 -0.25 0.029
H 3.440622 1.353202 1.758550 -0.37 0.07 -0.38 0.018
H 1.410756 -1.637946 -0.423057 -0.91 0.13 -0.26 0.099
H -0.444985 -2.830509 0.721774 -0.54 0.50 -0.46 0.091
H -2.892371 -2.068119 0.275008 0.50 0.54 -0.56 0.098
H -3.310269 -0.135896 -1.320459 0.68 -0.34 0.11 0.096
H -1.384082 1.104221 -2.493590 -0.12 -0.68 0.54 0.115
C 1.886343 4.881064 -3.719460 0.12 -0.75 -0.06 -0.039
C 2.731140 6.169855 -3.717145 -0.46 -0.13 -0.77 -0.433
C 2.630975 7.050501 -2.469461 0.43 0.42 0.54 -0.294
F 1.375433 7.481165 -2.233772 0.09 -0.05 -0.08 0.091
F 3.397960 8.159209 -2.625111 0.08 -0.17 -0.20 0.093
F 2.452834 6.877347 -4.836481 0.01 0.14 0.18 0.127
F 4.034383 5.782932 -3.833335 -0.03 -0.03 0.42 0.107
O 0.619844 4.925226 -4.380886 -0.20 0.97 0.43 0.043
C -0.470320 5.440846 -3.682510 0.97 -1.15 0.21 -0.523
C -0.984961 6.757153 -4.275472 -0.30 0.52 -0.38 -0.280
F -0.013373 7.686503 -4.351551 -0.01 -0.20 -0.02 0.099
F -1.968038 7.270388 -3.497756 0.00 -0.31 0.11 0.098
F -0.169107 5.539927 -2.376185 -0.44 0.22 0.01 0.143
F -1.450598 4.512824 -3.774278 -0.22 0.30 -0.19 0.139
H 2.455031 4.151659 -4.298036 0.01 0.20 -0.12 0.151
H 1.804821 4.441892 -2.723614 -0.07 0.28 0.05 0.134
H 2.988015 6.517031 -1.583441 0.00 -0.14 -0.08 0.170
H -1.381225 6.598238 -5.281668 0.02 -0.20 0.06 0.175
C -0.696166 -9.546776 1.074779 0.12 -0.79 -0.14 -0.043
C 0.114981 -8.236755 1.059896 -0.48 -0.17 -0.78 -0.439
C 0.015617 -7.358853 2.307712 0.32 0.50 0.53 -0.292
F -1.245164 -6.961913 2.566476 0.13 -0.05 -0.06 0.094
F 0.749447 -6.228428 2.139712 0.07 -0.23 -0.11 0.081
F -0.203073 -7.537942 -0.052619 0.01 0.14 0.20 0.126
F 1.426646 -8.589179 0.919390 0.00 -0.01 0.43 0.102
O -1.974015 -9.538242 0.439936 -0.17 1.00 0.48 0.044
C -3.063072 -9.053781 1.165986 0.87 -1.13 0.13 -0.521
C -3.627590 -7.749699 0.591622 -0.34 0.54 -0.40 -0.275
F -2.682016 -6.793541 0.497159 0.00 -0.19 -0.03 0.096
F -4.603725 -7.267945 1.395859 0.02 -0.29 0.14 0.096
F -2.732290 -8.950146 2.467115 -0.41 0.21 0.03 0.136
F -4.016658 -10.006125 1.094502 -0.20 0.31 -0.18 0.149
H -0.117761 -10.258622 0.484052 0.00 0.20 -0.12 0.150
H -0.746261 -9.987701 2.071846 -0.05 0.30 0.06 0.145
H 0.401877 -7.879745 3.188322 0.02 -0.15 -0.10 0.175
H -4.043843 -7.914613 -0.405342 0.02 -0.20 0.06 0.179
C 3.263571 7.906244 2.917909 -0.59 0.39 -0.34 -0.039
C 4.290350 6.839210 2.489391 0.27 0.74 -0.08 -0.436
C 4.410758 5.614074 3.400337 0.02 -0.89 -0.02 -0.302
F 4.770274 5.936099 4.661683 0.01 0.07 -0.11 0.085
F 5.368053 4.773813 2.932834 -0.01 0.21 -0.23 0.089
F 5.492151 7.435819 2.307009 0.04 -0.18 0.15 0.125
F 3.903398 6.398304 1.259727 -0.19 -0.19 0.24 0.094
O 3.746105 9.035147 3.650311 0.64 -0.67 0.60 0.041
C 3.922491 8.901962 5.026149 -1.15 -0.09 -0.97 -0.525
C 5.395150 8.976742 5.443848 0.67 0.16 0.17 -0.280
F 6.146484 8.064090 4.798417 -0.15 0.12 -0.04 0.098
F 5.520792 8.730990 6.770182 -0.31 0.07 -0.01 0.096
F 3.313856 7.782519 5.457980 0.21 0.12 0.42 0.138
F 3.259464 9.934072 5.593537 0.38 0.10 0.15 0.143
H 2.887206 8.341871 1.991229 0.23 -0.01 -0.02 0.148
H 2.387214 7.463981 3.394148 0.23 -0.16 0.13 0.146
H 3.471102 5.057068 3.438114 -0.08 0.14 -0.19 0.159
H 5.806804 9.966470 5.230400 -0.21 0.04 -0.03 0.175
C -7.900249 -1.664163 -0.224625 -0.42 0.61 0.32 -0.043
C -6.703935 -1.845249 -1.179063 0.15 0.00 0.88 -0.437
C -6.882137 -2.865359 -2.305057 0.22 -0.20 -0.76 -0.299
F -7.132659 -4.107728 -1.848898 0.03 0.15 -0.01 0.093
F -5.744523 -2.944202 -3.039574 0.02 0.25 0.14 0.095
F -5.598657 -2.113748 -0.447161 0.03 -0.13 -0.19 0.119
F -6.481184 -0.632587 -1.763878 -0.26 -0.14 -0.28 0.102
O -7.874658 -2.385051 1.006853 0.37 -0.86 -0.57 0.042
C -8.298980 -3.714247 0.998631 -0.64 1.26 -0.24 -0.522
C -7.161625 -4.700178 1.287664 0.52 -0.46 0.30 -0.280
F -6.134028 -4.542817 0.429733 -0.11 0.13 0.09 0.091
F -7.600147 -5.973651 1.156726 -0.28 0.17 0.00 0.099
F -8.939829 -3.980598 -0.154486 0.01 -0.43 0.16 0.138
F -9.223503 -3.820992 1.976485 0.28 -0.26 0.14 0.148
H -7.874520 -0.618723 0.086494 0.22 -0.08 0.01 0.149
H -8.856451 -1.778634 -0.737914 0.16 -0.24 -0.11 0.145
H -7.694459 -2.570444 -2.975384 -0.04 0.12 0.11 0.175
H -6.780125 -4.563268 2.302701 -0.17 0.12 0.01 0.178
```
Forces are in eV/Å.

Output
Spin multiplicity: 1
LUMO level in eV: -0.633
Frontier orbital gap in eV: 8.910
HOMO level in eV: -9.5

2.
Below is a molecular structure, C30H32BF5KN9OSSi, with properties calculated with ωB97M-V with the def2-TZVPD basis set.

Geometry as XYZ:
```
81
Properties=species:S:1:pos:R:3:forces:R:3:lowdin_charge:R:1
K 0.149489 -0.282446 0.183685 -1.44 -1.28 1.63 0.750
C -3.338662 0.529641 3.115222 -0.01 0.01 0.00 -0.042
C -2.998294 1.628528 2.159361 -0.01 -0.03 -0.02 -0.355
C -3.850285 2.592460 1.574901 0.01 -0.01 -0.01 -0.034
C -3.030302 3.316102 0.745117 0.00 0.00 -0.02 -0.097
N -1.775919 2.820340 0.863492 0.06 0.00 0.00 -0.018
N -1.763109 1.770378 1.717583 -0.03 0.03 0.01 0.120
B -0.605709 3.101050 -0.081115 0.00 -0.14 0.05 -0.640
N -0.828887 2.201631 -1.360615 0.06 0.09 -0.05 0.028
C -0.440102 2.361034 -2.642230 0.03 -0.03 0.00 -0.085
C -0.860212 1.256635 -3.357486 0.04 -0.01 0.02 -0.038
C -1.514848 0.446630 -2.405909 -0.04 0.10 -0.11 -0.375
C -2.168874 -0.888026 -2.581013 0.01 0.01 -0.01 -0.021
N -1.492090 1.027923 -1.216889 -0.40 0.35 -0.43 0.022
N 0.780258 2.810029 0.571535 -0.06 0.10 0.08 0.019
C 1.899590 3.559211 0.450099 -0.03 0.02 -0.02 -0.086
C 2.909509 2.938721 1.148079 -0.01 0.01 0.03 -0.033
C 2.306714 1.782991 1.687348 0.05 0.18 -0.05 -0.365
C 2.909033 0.688856 2.510344 0.01 0.01 -0.02 -0.025
N 1.033449 1.724915 1.340880 0.37 0.48 0.11 -0.004
N -0.618777 4.600239 -0.442571 0.04 0.02 -0.07 -0.014
C -0.843761 5.603068 0.430578 0.00 0.00 0.00 -0.085
C -0.524886 6.788537 -0.190126 0.01 -0.01 0.00 -0.033
C -0.082175 6.404445 -1.470007 -0.01 0.02 -0.02 -0.371
C 0.411999 7.272936 -2.583813 0.00 0.00 0.01 -0.048
N -0.134099 5.088840 -1.609408 -0.02 0.03 0.05 0.109
H -4.326234 0.688595 3.550024 0.00 -0.01 0.01 0.066
H -3.329270 -0.439321 2.613280 0.00 0.00 -0.01 0.053
H -2.603437 0.474284 3.917269 0.00 0.01 0.00 0.075
H -4.906036 2.732377 1.738826 0.00 0.00 0.00 0.087
H -3.246106 4.137929 0.082104 0.01 0.01 0.00 0.115
H 0.068439 3.260531 -2.944405 -0.01 -0.01 0.00 0.100
H -0.754421 1.085277 -4.417331 -0.01 0.00 0.00 0.099
H -2.800577 -0.901090 -3.470158 -0.01 0.00 0.00 0.076
H -1.435039 -1.691118 -2.687781 0.00 0.00 -0.01 0.067
H -2.784917 -1.112324 -1.711358 0.00 0.00 0.00 0.085
H 1.899622 4.471309 -0.124638 -0.01 0.01 0.01 0.112
H 3.927097 3.274834 1.260255 0.00 -0.01 0.01 0.090
H 3.782322 1.047067 3.056062 -0.01 0.00 0.01 0.070
H 2.179156 0.302752 3.220899 0.00 0.00 0.00 0.084
H 3.223699 -0.148614 1.882306 0.01 0.01 -0.01 0.071
H -1.210914 5.397743 1.422041 -0.01 -0.01 0.01 0.125
H -0.606484 7.784379 0.211913 0.01 0.00 0.01 0.090
H 0.141108 8.313935 -2.408736 0.00 0.00 -0.01 0.067
H 1.498826 7.218783 -2.672274 0.00 0.01 0.00 0.070
H -0.014110 6.960793 -3.537213 0.00 -0.01 0.00 0.070
C -0.738198 -5.646577 4.492643 -0.01 -0.01 0.05 -0.201
Si -0.720275 -6.027263 2.658907 0.07 -0.01 0.03 0.473
C -0.044473 -7.790764 2.511278 0.00 0.00 0.00 -0.207
C -2.449593 -6.094775 1.945608 -0.04 0.00 -0.03 -0.197
C 0.451306 -4.923766 1.700871 -0.03 0.05 -0.01 -0.277
C 1.536258 -5.441934 1.019727 0.01 0.00 -0.02 -0.114
C 2.406615 -4.610316 0.311686 -0.01 -0.04 0.02 -0.103
C 2.131223 -3.258758 0.334663 0.00 -0.03 0.08 -0.194
N 1.099621 -2.710783 0.975365 0.18 -0.14 -0.15 -0.054
C 0.240810 -3.508762 1.654311 -0.02 0.05 0.00 -0.822
S -1.104946 -2.778827 2.443823 0.02 0.06 -0.13 0.497
H -1.223391 -6.455992 5.046161 -0.01 0.00 0.00 0.020
H -1.256165 -4.710107 4.691409 0.01 0.00 -0.01 -0.005
H 0.286261 -5.550918 4.861255 0.00 -0.01 0.02 0.029
H -0.678454 -8.470299 3.087511 0.00 -0.01 -0.01 0.021
H 0.971635 -7.873243 2.905333 0.00 -0.01 0.00 0.024
H -0.036677 -8.143587 1.476789 0.00 0.00 0.00 0.023
H -3.033405 -6.871684 2.448433 -0.01 0.01 0.00 0.022
H -2.409215 -6.339591 0.881102 -0.01 0.00 0.00 0.027
H -2.951739 -5.135532 2.057776 0.00 0.01 0.00 -0.002
H 1.717461 -6.511882 1.029588 0.01 -0.01 0.00 0.082
H 3.259989 -4.998335 -0.228473 0.00 0.00 0.00 0.082
H 2.779028 -2.559578 -0.190086 -0.01 0.00 -0.01 0.089
F 2.227010 0.548936 -6.469608 0.00 -0.01 0.02 0.154
C 2.186573 0.376696 -5.158836 -0.01 -0.02 0.00 -0.116
C 1.707558 -0.834514 -4.643146 0.01 0.00 -0.02 -0.144
F 1.304321 -1.778236 -5.490914 0.00 0.01 -0.01 0.136
C 1.648747 -1.017092 -3.294066 -0.01 0.02 0.04 -0.117
F 1.183958 -2.144238 -2.792240 0.01 0.02 0.01 0.159
C 2.078418 0.010807 -2.358481 0.06 0.06 -0.17 -0.262
O 2.033253 -0.158422 -1.139619 1.16 0.11 -0.93 -0.022
C 2.557478 1.245171 -2.961981 0.02 -0.04 0.01 -0.120
F 2.954371 2.209905 -2.166092 -0.01 -0.01 0.01 0.174
C 2.609058 1.408106 -4.318178 0.00 0.00 0.01 -0.143
F 3.043808 2.543363 -4.860648 0.00 -0.01 -0.01 0.136
```
Forces are in eV/Å.

Output
⟨S²⟩: 0.791
Spin multiplicity: 2
LUMO level (alpha / beta) in eV: 1.729 / -0.882
Frontier orbital gap (alpha / beta) in eV: 5.687 / 3.075
HOMO level (alpha / beta) in eV: -4.0 / -4.0
Net charge: -1

3.
Below is 2 unconnected molecules or ions with the total composition C30H32BFO2S, with properties calculated with ωB97M-V with the def2-TZVPD basis set.

Geometry as XYZ:
```
67
Properties=species:S:1:pos:R:3:forces:R:3:lowdin_charge:R:1
C 7.483367 0.729294 -0.223121 0.24 0.06 -0.27 -0.137
C 6.101612 0.559734 0.271744 -0.82 -0.35 0.99 -0.613
C 5.679115 0.181920 1.532103 -0.21 0.28 -0.86 -0.144
C 4.240445 0.139482 1.654538 0.65 0.45 -0.88 -0.141
C 3.598804 0.489229 0.482156 0.16 0.13 0.32 -0.382
B 1.994255 0.533339 0.141919 2.36 2.72 0.39 -0.938
C 1.506713 2.123185 -0.042280 0.13 -1.61 0.12 -0.090
C 1.123761 2.840961 1.082397 -0.27 1.06 -0.06 -0.055
C 0.733680 4.186896 0.965428 0.11 -0.45 -0.06 -0.109
C 0.715365 4.799607 -0.292633 -0.02 -0.11 0.00 -0.132
C 1.085438 4.068909 -1.427826 0.12 -0.47 0.18 -0.104
C 1.478693 2.722810 -1.296688 -0.31 1.03 -0.09 -0.056
O 1.738510 -0.201154 -1.064467 -1.28 -1.08 -0.25 0.043
C 1.284537 -1.463386 -0.613622 -0.28 0.25 0.59 -0.473
C 0.323884 -2.067070 -1.630299 -0.07 -0.08 0.12 -0.009
C 2.468018 -2.401422 -0.433640 0.17 -0.37 0.21 -0.010
C 0.617971 -1.100290 0.824308 0.68 -0.19 -0.66 -0.475
C -0.763597 -0.510218 0.662737 -0.95 0.05 -0.19 -0.015
C 0.504825 -2.261556 1.796745 0.01 -0.16 -0.02 -0.004
O 1.456522 -0.091113 1.325513 -1.48 -1.30 0.13 0.049
S 4.736961 0.840982 -0.771551 0.35 -0.18 0.94 1.064
H 8.200900 0.458607 0.552468 0.04 0.02 -0.08 0.072
H 7.640345 0.095424 -1.101258 0.23 0.08 0.06 0.068
H 7.650928 1.769690 -0.519609 0.18 -0.11 0.00 0.070
H 6.359762 -0.056730 2.348380 -0.04 0.07 -0.22 0.095
H 3.750996 -0.116103 2.590700 -0.15 0.03 -0.33 0.102
H 1.139186 2.359561 2.061890 0.04 0.08 -0.23 0.110
H 0.463522 4.741375 1.865544 0.01 0.00 -0.26 0.087
H 0.413566 5.843397 -0.386995 0.10 -0.21 0.01 0.086
H 1.087604 4.532439 -2.416032 -0.05 -0.01 0.26 0.089
H 1.765163 2.155971 -2.185158 -0.05 0.08 0.26 0.109
H -0.130515 -2.971755 -1.205459 -0.03 0.03 -0.14 0.084
H -0.465935 -1.364734 -1.915570 0.09 0.00 0.03 0.072
H 0.874707 -2.353636 -2.535226 -0.12 0.09 0.17 0.093
H 2.108017 -3.410120 -0.190381 0.18 0.07 -0.01 0.086
H 3.039941 -2.453812 -1.368585 -0.15 0.07 0.15 0.099
H 3.143875 -2.051949 0.357509 -0.20 -0.08 -0.21 0.090
H -1.467643 -1.283827 0.346352 0.12 0.04 0.10 0.051
H -1.122624 -0.100221 1.615122 0.17 -0.01 -0.07 0.109
H -0.784371 0.302934 -0.073563 0.25 0.08 -0.05 0.103
H -0.157741 -3.026460 1.372106 0.12 -0.05 0.08 0.084
H 1.476534 -2.711064 2.015044 -0.13 0.12 -0.02 0.089
H 0.054605 -1.911097 2.732580 0.12 -0.03 -0.07 0.089
F -3.127516 -4.469864 -1.682753 -0.50 1.40 -0.32 0.052
C -3.412167 -3.173409 -2.057280 0.30 -0.83 0.64 -0.218
C -3.835997 -2.943109 -3.359743 -0.19 0.73 0.23 0.040
C -4.015485 -1.604832 -3.754548 -0.01 -0.51 0.03 -0.039
C -3.709865 -0.566221 -2.890381 0.27 0.42 0.51 -0.001
C -3.381265 -0.814807 -1.530039 0.45 -1.29 -0.65 -0.196
C -3.147367 0.317135 -0.682362 -1.69 0.36 0.31 0.110
C -3.703041 0.508776 0.613529 0.31 0.10 0.55 -0.199
C -3.625916 1.811542 1.202030 0.05 -0.41 -0.29 0.024
C -4.138034 2.049188 2.466607 -0.14 -0.07 0.05 -0.038
C -4.690278 0.994723 3.219621 0.34 0.30 -0.57 -0.016
C -4.752517 -0.292305 2.673801 -0.08 -0.31 -0.34 -0.042
C -4.321834 -0.532008 1.373393 0.13 0.38 0.17 0.021
C -3.260112 -2.170433 -1.107603 -0.25 0.13 -0.39 0.041
H -4.058704 -3.780753 -4.017829 0.23 0.22 0.10 0.133
H -4.382271 -1.386981 -4.754493 0.19 -0.04 0.16 0.118
H -3.755320 0.477904 -3.222784 -0.04 -0.50 0.02 0.130
H -2.809352 1.217614 -1.201512 0.19 -0.17 0.25 0.150
H -3.166685 2.608560 0.611469 -0.07 -0.17 0.33 0.135
H -4.114621 3.061284 2.868583 0.04 -0.30 -0.03 0.119
H -5.086761 1.183362 4.217990 0.17 -0.05 -0.27 0.121
H -5.170326 -1.112658 3.263993 0.09 0.33 -0.27 0.120
H -4.458984 -1.510350 0.923453 -0.03 0.21 0.24 0.107
H -3.025289 -2.440371 -0.076444 0.20 0.03 -0.55 0.122
```
Forces are in eV/Å.

Output
Spin multiplicity: 1
LUMO level in eV: -3.844
Frontier orbital gap in eV: 2.444
HOMO level in eV: -6.3
Relative energy (zero: lowest compared OMol25 entry of this formula, charge and spin) in kcal/mol: 68.5